## A
{
  "formula": "C9H11N2O2",
  "method": "wB97M-V/def2-TZVPD",
  "smiles": "[H]/N=[N+](\\C(=O)OC)c1ccc(C)cc1",
  "e_homo_ev": [-13.3, -13.3],
  "gap_ev": [7.407, 7.405],
  "total_charge": 1,
  "lumo_energy_ha": [-0.21692, -0.21697],
  "species": ["H", "N", "N", "C", "O", "O", "C", "C", "C", "C", "C", "C", "C", "C", "H", "H", "H", "H", "H", "H", "H", "H", "H", "H"],
  "xyz": [[3.232, -0.941, 0.323], [2.285, -1.287, 0.302], [1.523, -0.317, 0.170], [2.064, 1.119, -0.100], [1.550, 2.099, 0.330], [3.139, 0.953, -0.860], [4.007, 2.070, -1.081], [0.138, -0.416, 0.218], [-0.827, 0.557, -0.222], [-2.173, 0.451, 0.089], [-2.642, -0.849, 0.313], [-4.169, -1.099, 0.409], [-1.687, -1.884, 0.533], [-0.359, -1.619, 0.707], [5.033, 1.978, -0.570], [3.658, 2.987, -0.858], [4.252, 2.261, -2.096], [-0.677, 1.494, -0.696], [-2.950, 1.142, -0.049], [-4.236, -1.989, 1.038], [-4.787, -0.222, 0.737], [-4.519, -1.079, -0.545], [-2.065, -2.938, 0.797], [0.209, -2.470, 1.113]]
}

=====

## B
{
  "formula": "C9H11N2O2",
  "method": "wB97M-V/def2-TZVPD",
  "e_homo_ev": -13.8,
  "gap_ev": 8.908,
  "total_charge": 1,
  "lumo_energy_ha": -0.17884,
  "species": ["C", "C", "C", "C", "C", "C", "C", "C", "C", "N", "N", "O", "O", "H", "H", "H", "H", "H", "H", "H", "H", "H", "H", "H"],
  "xyz": [[-1.102, 1.224, -1.505], [0.132, 1.188, -0.907], [-1.842, 0.273, -0.878], [1.401, 1.951, -1.105], [3.571, -0.950, 1.063], [2.415, -0.496, 1.446], [1.954, 0.761, 0.988], [-3.301, -0.163, -1.016], [-1.346, -1.451, 0.933], [-1.005, -0.361, -0.028], [0.190, 0.161, -0.088], [1.826, 2.756, -1.810], [2.381, 1.353, -0.132], [-1.592, 1.897, -2.277], [3.942, -1.888, 1.466], [4.092, -0.581, 0.192], [1.784, -1.027, 2.101], [1.359, 1.396, 1.630], [-4.059, 0.627, -0.870], [-3.339, -0.208, -2.136], [-3.296, -1.127, -0.532], [-2.393, -1.790, 0.970], [-0.785, -2.336, 0.609], [-0.987, -1.210, 1.886]]
}

=====

Least stable structure: A

=====

## A
{
  "formula": "C3H3F3O",
  "method": "wB97M-V/def2-TZVPD",
  "e_homo_ev": [-8.3, -8.3],
  "gap_ev": [8.648, 8.645],
  "lumo_energy_ha": [0.01348, 0.01344],
  "species": ["C", "C", "C", "O", "F", "F", "F", "H", "H", "H"],
  "xyz": [[0.496, 0.547, -0.769], [0.302, -1.389, 0.246], [-0.197, -0.784, -1.054], [-0.555, -1.445, 1.229], [1.542, -1.803, 0.375], [-1.560, -0.738, -1.024], [0.105, -1.349, -2.263], [0.029, 1.155, -0.059], [1.629, 0.350, -0.603], [-1.450, -1.443, 0.926]]
}

=====

## B
{
  "formula": "C3H3F3O",
  "method": "wB97M-V/def2-TZVPD",
  "e_homo_ev": [-9.9, -9.9],
  "gap_ev": [8.362, 8.359],
  "lumo_energy_ha": [-0.05485, -0.05487],
  "species": ["C", "C", "C", "O", "F", "F", "F", "H", "H", "H"],
  "xyz": [[-0.216, 1.112, 0.479], [0.370, 0.268, -0.456], [0.525, 1.068, 1.683], [-1.404, -2.109, -1.809], [-1.507, 1.306, 0.450], [1.654, 0.371, -0.701], [-0.615, -3.026, -2.436], [0.331, 1.268, 2.739], [-0.715, -1.344, -1.550], [1.576, 1.087, 1.602]]
}

=====

Least stable structure: B

=====

## A
{
  "formula": "C3H3F3O",
  "method": "wB97M-V/def2-TZVPD",
  "e_homo_ev": [-8.1, -7.7],
  "gap_ev": [7.879, 7.211],
  "lumo_energy_ha": [-0.00903, -0.01929],
  "species": ["C", "C", "C", "O", "F", "F", "F", "H", "H", "H"],
  "xyz": [[-0.161, -0.065, 0.557], [1.835, -0.147, -1.075], [-1.579, 0.388, 0.518], [0.447, -0.345, -0.506], [0.583, 0.073, 1.751], [1.768, -0.745, -2.271], [2.756, -0.763, -0.329], [-1.917, 0.399, 1.570], [-2.235, -0.204, -0.119], [-1.498, 1.409, -0.094]]
}

=====

## B
{
  "formula": "C3H3F3O",
  "method": "wB97M-V/def2-TZVPD",
  "smiles": "C[C@@]1(F)OC1(F)F",
  "e_homo_ev": -11.2,
  "gap_ev": 12.054,
  "lumo_energy_ha": 0.03026,
  "species": ["C", "C", "F", "O", "C", "F", "F", "H", "H", "H"],
  "xyz": [[-0.005, -0.013, 0.123], [1.149, 0.317, 1.027], [0.824, 0.263, 2.330], [2.488, -0.063, 0.781], [2.238, 1.264, 0.735], [2.823, 2.098, 1.587], [2.288, 1.899, -0.429], [0.394, -0.369, -0.953], [-0.690, 0.847, 0.208], [-0.377, -1.035, 0.463]]
}

=====

Least stable structure: A

=====

## A
{
  "formula": "C6H13NO3S",
  "method": "wB97M-V/def2-TZVPD",
  "smiles": "N[C@@H](CSCCCO)C(=O)O",
  "e_homo_ev": -8.6,
  "gap_ev": 9.200,
  "lumo_energy_ha": 0.02371,
  "species": ["N", "C", "C", "S", "C", "C", "C", "O", "C", "O", "O", "H", "H", "H", "H", "H", "H", "H", "H", "H", "H", "H", "H", "H"],
  "xyz": [[-1.526, -0.565, 1.589], [-0.083, -0.654, 1.736], [0.616, -1.692, 0.847], [-0.017, -1.715, -0.864], [1.078, -0.520, -1.716], [0.299, 0.493, -2.545], [-0.278, 1.642, -1.724], [-1.363, 1.181, -0.943], [0.479, 0.763, 1.522], [1.614, 0.994, 1.208], [-0.423, 1.707, 1.758], [-1.981, -1.405, 1.928], [-1.738, -0.483, 0.593], [0.148, -0.901, 2.784], [0.429, -2.696, 1.229], [1.688, -1.509, 0.822], [1.678, -0.025, -0.955], [1.724, -1.114, -2.363], [0.974, 0.920, -3.290], [-0.517, -0.012, -3.066], [-0.623, 2.430, -2.409], [0.505, 2.064, -1.079], [-1.693, 1.921, -0.422], [-1.276, 1.239, 1.925]]
}

=====

## B
{
  "formula": "C6H13NO3S",
  "method": "wB97M-V/def2-TZVPD",
  "e_homo_ev": -8.8,
  "gap_ev": 9.462,
  "lumo_energy_ha": 0.02467,
  "species": ["C", "C", "C", "C", "C", "C", "N", "O", "O", "O", "S", "H", "H", "H", "H", "H", "H", "H", "H", "H", "H", "H", "H", "H"],
  "xyz": [[-1.847, -0.891, -0.885], [-2.620, 1.307, 0.043], [-3.829, -0.713, 0.699], [4.155, -1.030, 0.470], [3.960, 1.009, -0.797], [-2.487, -0.182, 0.272], [3.434, 0.047, -0.181], [-0.697, -0.958, -1.081], [0.992, -0.102, 1.128], [1.090, 1.341, -0.859], [1.288, -0.010, -0.302], [-2.535, -1.335, -1.528], [-2.848, 1.949, 0.914], [-3.339, 1.451, -0.756], [-1.786, 1.887, -0.332], [-4.638, -0.261, 0.153], [-3.898, -0.551, 1.792], [-3.869, -1.692, 0.446], [3.620, -1.361, 1.281], [4.210, -1.813, -0.207], [5.019, -0.620, 1.015], [-1.781, -0.307, 1.043], [5.089, 1.250, -1.031], [3.317, 1.584, -1.298]]
}

=====

Least stable structure: B

=====

## A
{
  "formula": "C4H5N",
  "method": "wB97M-V/def2-TZVPD",
  "e_homo_ev": [-9.9, -9.9],
  "gap_ev": [8.547, 8.548],
  "lumo_energy_ha": [-0.04924, -0.04922],
  "species": ["C", "C", "C", "C", "N", "H", "H", "H", "H", "H"],
  "xyz": [[1.850, 2.081, 0.896], [0.931, 1.266, 0.835], [-0.654, -0.929, -0.684], [-0.773, -0.041, 0.312], [-0.247, -2.171, -0.496], [2.589, 2.818, 0.743], [-0.943, -0.665, -1.760], [-1.364, 0.851, 0.202], [-0.983, -0.436, 1.257], [-0.406, -2.774, -1.304]]
}

=====

## B
{
  "formula": "C4H5N",
  "method": "wB97M-V/def2-TZVPD",
  "smiles": "[H]/N=C(\\C)C#C",
  "e_homo_ev": -9.9,
  "gap_ev": 10.777,
  "lumo_energy_ha": 0.03138,
  "species": ["H", "N", "C", "C", "C", "C", "H", "H", "H", "H"],
  "xyz": [[-2.243, 0.503, 1.064], [-1.799, 0.379, 0.183], [-0.577, 0.150, 0.087], [0.679, 0.153, 1.188], [-0.088, -0.151, -1.205], [0.363, -0.475, -2.289], [0.937, -0.964, 1.348], [0.500, 0.687, 2.115], [1.590, 0.515, 0.698], [0.639, -0.798, -3.190]]
}

=====

Least stable structure: A

=====

## A
{
  "formula": "C4H5N",
  "method": "wB97M-V/def2-TZVPD",
  "smiles": "c1cc[nH]c1",
  "e_homo_ev": -7.8,
  "gap_ev": 8.949,
  "lumo_energy_ha": 0.04181,
  "species": ["C", "C", "C", "N", "C", "H", "H", "H", "H", "H"],
  "xyz": [[-0.009, -0.674, 0.946], [-1.054, -0.486, 0.140], [-0.562, 0.081, -1.048], [0.614, 0.785, -0.686], [1.062, 0.169, 0.571], [-0.075, -1.377, 1.785], [-2.077, -0.625, 0.302], [-1.086, 0.082, -2.032], [1.194, 1.466, -1.126], [1.995, 0.579, 1.147]]
}

=====

## B
{
  "formula": "C4H5N",
  "method": "wB97M-V/def2-TZVPD",
  "e_homo_ev": -8.2,
  "gap_ev": 8.145,
  "lumo_energy_ha": -0.00043,
  "species": ["C", "C", "C", "C", "N", "H", "H", "H", "H", "H"],
  "xyz": [[-0.931, 1.494, 1.880], [-0.006, 0.835, 1.445], [0.637, -0.226, 0.783], [0.274, -0.766, -1.338], [1.077, 0.082, -0.454], [-1.711, 2.083, 2.308], [-0.145, -1.515, -0.659], [-0.550, -0.136, -1.690], [0.809, -1.238, -2.152], [1.108, 1.062, -0.745]]
}

=====

Least stable structure: B